[1]
C35H36BaINOSb2 as an isolated structure in a non-equilibrium geometry. Source: the OMol25 dataset; level of theory: ωB97M-V/def2-TZVPD.

Structure (XYZ):
```
77
Properties=species:S:1:pos:R:3:lowdin_charge:R:1
Ba 0.1228 -0.5503 0.5124 1.666
C 1.4453 -1.8570 2.1958 -0.684
C 1.9368 -3.2235 2.6523 -0.287
C 1.7995 -4.2259 1.4563 -0.298
Sb 0.1937 -3.6661 -0.0065 1.386
C -1.4344 -3.4545 1.4377 -0.420
C -1.4764 -4.4644 2.4027 -0.116
C -2.5425 -4.5167 3.2874 -0.042
C -3.5675 -3.5770 3.2124 -0.052
C -3.5325 -2.5718 2.2605 -0.071
C -2.4664 -2.5067 1.3659 -0.189
C -0.2142 -5.6141 -0.7184 -0.416
C 0.8577 -6.4359 -1.0693 -0.137
C 0.6365 -7.7610 -1.4122 -0.067
C -0.6525 -8.2751 -1.4042 -0.059
C -1.7231 -7.4595 -1.0671 -0.066
C -1.5080 -6.1323 -0.7250 -0.129
Sb 1.3996 0.1058 3.3659 1.467
C 0.0086 -0.7098 4.7534 -0.408
C 0.3284 -1.6764 5.7107 -0.124
C -0.6331 -2.1005 6.6126 -0.059
C -1.9154 -1.5593 6.5825 -0.060
C -2.2463 -0.6132 5.6275 -0.075
C -1.2873 -0.1940 4.7112 -0.153
C 3.2352 -0.2297 4.3676 -0.419
C 3.3496 -0.1526 5.7532 -0.127
C 4.5912 -0.3298 6.3521 -0.060
C 5.7158 -0.5695 5.5780 -0.058
C 5.6088 -0.6263 4.1948 -0.069
C 4.3737 -0.4502 3.5904 -0.151
H 0.3454 -2.0126 2.0736 -0.110
H 1.9464 -1.6503 1.2163 -0.037
H 1.3072 -3.5545 3.4788 0.103
H 2.9663 -3.1751 3.0071 0.110
H 1.5810 -5.2344 1.8050 0.060
H 2.7190 -4.2729 0.8719 0.057
H -0.7053 -5.2231 2.4488 0.105
H -2.5897 -5.3018 4.0313 0.120
H -4.4028 -3.6383 3.8974 0.118
H -4.3440 -1.8584 2.1971 0.116
H -2.5073 -1.7382 0.5865 0.060
H 1.8728 -6.0538 -1.0857 0.098
H 1.4723 -8.3932 -1.6810 0.114
H -0.8208 -9.3121 -1.6623 0.115
H -2.7282 -7.8601 -1.0642 0.114
H -2.3587 -5.5127 -0.4649 0.099
H 1.3301 -2.0844 5.7749 0.101
H -0.3798 -2.8408 7.3604 0.115
H -2.6485 -1.8654 7.3171 0.115
H -3.2398 -0.1846 5.6061 0.113
H -1.5507 0.5823 3.9991 0.087
H 2.4874 0.0516 6.3761 0.101
H 4.6775 -0.2726 7.4291 0.116
H 6.6802 -0.6994 6.0503 0.116
H 6.4879 -0.7966 3.5874 0.113
H 4.3142 -0.4807 2.5063 0.094
C -1.5824 3.5480 -0.4193 0.012
C -0.3160 3.0115 0.1554 -0.467
C 0.9492 3.7920 -0.0197 0.017
O -0.2759 1.9101 0.6955 -0.300
H -1.6076 4.6346 -0.4110 0.098
H -2.4540 3.1346 0.0825 0.098
H -1.6118 3.2133 -1.4617 0.097
H 0.7667 4.8566 -0.1397 0.097
H 1.4436 3.4376 -0.9296 0.106
H 1.6216 3.6074 0.8162 0.097
I 1.3519 0.0361 -5.8301 0.995
C -0.2000 0.1747 -4.5037 -0.753
C -1.5147 -0.0785 -4.8736 -0.102
C -2.5109 0.0169 -3.9140 -0.033
C -2.1580 0.3486 -2.6186 -0.155
N -0.8998 0.6017 -2.2427 -0.033
C 0.0483 0.5203 -3.1793 -0.241
H -1.7594 -0.3420 -5.8942 0.113
H -3.5471 -0.1615 -4.1642 0.121
H -2.9248 0.4317 -1.8561 0.111
H 1.0657 0.7538 -2.8808 0.089
```

## Properties
- net charge = +2
- energy (hartree) = -2288.4196
- relative energy (zero: lowest compared OMol25 entry of this formula, charge and spin) (kcal/mol) = 53.7

---

[2]
C8H13ClSi as an isolated structure in a non-equilibrium geometry. Source: the OMol25 dataset; level of theory: ωB97M-V/def2-TZVPD.

Structure (XYZ):
```
23
Properties=species:S:1:pos:R:3:lowdin_charge:R:1
C -2.5576 -0.2651 -0.8066 -0.088
C -2.5010 0.9992 -1.2749 -0.140
C -1.3601 -0.8036 -0.1817 -0.387
C -0.3357 0.0449 -0.2044 -0.110
C -1.1536 1.6086 -1.1915 -0.056
C -1.4204 -2.1962 0.2491 -0.049
C 2.2822 -1.1211 1.2660 -0.204
C 2.0901 1.8523 0.7008 -0.229
Si 1.5036 0.1962 0.0447 0.156
Cl 2.4242 -0.0547 -1.8062 0.283
H -3.4974 -0.7865 -0.5774 0.114
H -3.2549 1.5033 -1.9360 0.118
H -0.4045 1.8305 -2.0041 0.099
H -1.2497 2.2792 -0.3516 0.076
H -2.1145 -2.2784 1.0286 0.067
H -0.4311 -2.5208 0.7011 0.094
H -1.7475 -2.7275 -0.6155 0.086
H 1.4744 -1.8221 1.7203 0.041
H 2.9993 -1.7806 0.7481 0.017
H 2.8089 -0.5543 2.0231 0.004
H 1.8297 2.7274 -0.0503 0.076
H 1.5267 1.9744 1.7049 0.070
H 3.0891 1.8947 0.8135 -0.036
```

## Properties
- energy (hartree) = -1062.2713
- relative energy (zero: lowest compared OMol25 entry of this formula, charge and spin) (kcal/mol) = 17.3

---

[3]
One molecule with the formula C4H3IO2 in a non-equilibrium geometry. Source: the OMol25 dataset; level of theory: ωB97M-V/def2-TZVPD.

Structure (XYZ):
```
10
Properties=species:S:1:pos:R:3:lowdin_charge:R:1
C -0.0433 2.3583 1.1622 0.118
C -0.1597 1.5193 0.3184 -0.149
C 0.7073 -1.8189 -0.2061 -0.433
C -0.1935 0.1896 -0.3908 -0.562
O 0.3413 -0.7362 0.4181 -0.022
O 0.2609 -2.3541 -1.1197 0.142
I -2.5172 -0.2617 -0.7020 0.621
H 0.3140 3.3347 1.4435 0.048
H 1.3014 -2.3357 0.5417 0.153
H -0.0112 0.1048 -1.4653 0.084
```

## Properties
- SMILES = C#C[C@H](I)OC=O
- energy (hartree) = -602.2696
- relative energy (zero: lowest compared OMol25 entry of this formula, charge and spin) (kcal/mol) = 53.5

---

[4]
One molecule with the formula C5H13NS in a non-equilibrium geometry. Source: the OMol25 dataset; level of theory: ωB97M-V/def2-TZVPD.

Structure (XYZ):
```
20
Properties=species:S:1:pos:R:3:lowdin_charge:R:1
C -0.7783 -0.6325 -0.0209 -0.236
C -0.3353 0.8266 -0.2668 -0.323
C -0.7825 1.8132 0.7606 -0.583
S 0.0622 1.5361 2.3529 0.669
C -0.5965 -1.6273 -1.1523 -0.260
N 0.8050 -2.0571 -1.3572 -0.140
C 1.4959 -1.6111 -2.5817 -0.132
H -0.5647 -1.1974 0.9265 0.118
H -1.8978 -0.5151 0.1606 0.123
H 0.7805 0.7940 -0.4508 0.119
H -0.6887 1.1089 -1.2560 0.108
H -1.8372 1.6873 0.9864 0.057
H -0.5600 2.8798 0.3922 0.104
H 0.1151 2.8235 2.8044 -0.144
H -0.9943 -1.1697 -2.0932 0.114
H -1.1937 -2.5219 -1.0485 0.095
H 1.3769 -1.9972 -0.5304 0.093
H 0.7094 -1.3840 -3.3475 0.083
H 2.1478 -0.7351 -2.3497 0.072
H 2.0947 -2.4685 -2.8974 0.061
```

## Properties
- SMILES = CNCCCCS
- energy (hartree) = -651.2029
- relative energy (zero: lowest compared OMol25 entry of this formula, charge and spin) (kcal/mol) = 25.7

---

Number 1: HOMO-LUMO gap 0.293 Eh, LUMO level -0.2007 Ha. Number 2: HOMO-LUMO gap 0.349 Eh, LUMO level 0.0276 Ha. Number 3: HOMO-LUMO gap 0.321 Eh, LUMO level -0.0252 Ha. Number 4: HOMO-LUMO gap 0.339 Eh, LUMO level 0.0324 Ha.